# 1
37
Properties=species:S:1:pos:R:3:forces:R:3:nbo_charge:R:1 method="wB97M-V/def2-TZVPD" relative_energy_ev=2.164 charge=+1 homo_energy_ev=-13.5210 total_energy_ev=-24968.8673 gap_ev=10.7
O -0.722 3.134 -1.314 -0.16 -0.66 -0.47 -0.93
H -3.584 -1.489 1.166 0.07 0.20 0.23 0.50
H -0.562 0.985 0.316 0.00 -0.84 0.52 0.55
O 3.514 -1.843 1.000 0.15 0.43 -0.49 -0.92
H 2.938 -1.312 0.436 -0.20 -0.57 0.54 0.44
H 4.300 -1.889 0.439 0.22 -0.26 0.35 0.48
O 3.504 1.792 0.470 2.06 1.12 0.84 -0.95
H -2.121 0.858 -0.120 -0.65 -0.10 -0.52 0.57
O 1.882 0.088 -0.908 0.67 -0.47 0.62 -0.91
H 4.215 2.496 0.497 -1.03 -1.19 -0.21 0.48
H 1.878 0.038 0.055 -0.92 0.87 0.08 0.47
O -2.036 -2.126 -1.848 0.23 -0.98 -0.21 -0.97
H -2.234 -3.072 -1.795 -0.45 0.25 0.17 0.47
H -1.255 -2.177 -2.425 0.12 0.57 0.15 0.50
O -0.015 -0.468 -2.771 -0.05 0.15 -0.71 -0.97
H 1.320 -2.909 3.203 -0.34 0.33 -0.57 0.49
H 0.614 -0.159 -2.104 0.03 -0.28 0.21 0.49
O 1.090 2.292 1.100 -1.10 0.37 0.07 -0.97
H 1.576 1.910 1.839 -0.02 0.33 -0.15 0.49
H -1.039 3.118 -2.240 0.57 0.33 0.49 0.51
O -3.692 1.111 -0.602 -1.26 -0.90 -0.63 -0.99
H 1.474 3.174 0.939 -0.07 -0.79 0.25 0.50
H -3.924 1.166 -1.563 0.12 -0.19 1.30 0.50
O -1.169 0.759 -0.424 1.31 0.96 0.70 -0.81
H 3.633 1.355 1.334 0.14 0.09 -0.52 0.46
H -0.922 1.620 -0.926 -0.78 0.26 -0.40 0.53
O -3.364 -0.548 1.211 -0.27 -0.27 0.41 -0.97
H -3.874 -0.162 1.940 0.14 -0.37 -0.03 0.49
H -0.883 -0.266 -2.425 -0.12 -0.04 0.13 0.46
O 0.617 -2.233 3.283 1.00 -0.89 0.59 -0.96
H 2.577 -0.570 -1.012 0.05 0.05 -1.39 0.47
H 0.247 3.165 -1.312 -0.15 0.18 -0.39 0.51
O 0.287 -1.929 0.490 -0.49 -0.39 1.46 -0.97
H -4.185 0.323 -0.182 1.23 1.60 -1.07 0.52
H -0.487 -2.512 0.444 0.10 0.24 -0.79 0.47
H 0.637 -2.161 4.245 -0.53 0.50 0.07 0.49
H 0.379 -1.963 1.472 0.36 0.37 -0.65 0.49

---

# 2
53
Properties=species:S:1:pos:R:3:forces:R:3:nbo_charge:R:1 method="wB97M-V/def2-TZVPD" relative_energy_ev=1.473 charge=+2 homo_energy_ev="-15.3114 / -15.3103" total_energy_ev=-32247.2393 s_squared=0.762 gap_ev="7.3 / 3.9" spin_multiplicity=2
C 1.152 0.236 -1.037 0.94 -0.60 0.87 -0.27
C 2.585 0.559 -0.489 -1.76 -0.26 -1.63 -0.39
C 3.573 0.764 -1.715 -0.06 2.89 -0.52 -0.31
C 3.949 -1.547 -2.182 -0.67 1.52 -1.48 0.00
N 3.665 -0.361 -2.562 1.03 -2.76 3.20 0.03
N 0.925 -1.267 -1.313 0.11 1.77 0.40 -0.71
H 1.060 0.890 -1.914 -0.99 -0.76 0.01 0.26
H 0.394 0.428 -0.278 0.01 0.78 -0.13 0.31
H 2.453 1.421 0.200 0.69 -0.23 -0.71 0.32
H 2.979 -0.281 0.013 0.50 -0.91 1.15 0.20
H 3.053 1.519 -2.404 0.91 -0.11 1.10 0.31
H 4.610 1.096 -1.384 -1.24 -0.22 -0.81 0.29
H 4.019 -1.764 -1.112 0.13 0.18 0.03 0.26
H 4.008 -2.357 -2.873 0.29 -0.55 -0.63 0.27
H 1.558 -1.603 -2.007 0.21 -0.69 -0.43 0.40
H 0.971 -1.809 -0.444 0.34 0.14 -0.04 0.45
H -0.025 -1.436 -1.673 -0.76 -0.03 -0.58 0.51
H 3.197 0.735 2.513 -0.05 0.28 0.58 0.47
H 2.255 1.569 3.447 0.31 0.12 0.45 0.49
O 2.350 1.191 2.576 -0.15 -0.47 -0.99 -0.96
H -2.571 -2.499 2.465 -1.12 0.67 -1.75 0.51
H -3.943 -2.164 1.691 0.19 -0.57 0.42 0.49
O -2.982 -2.236 1.579 0.74 -0.97 1.51 -0.98
H 1.125 -1.980 2.491 -0.55 -0.68 -1.37 0.49
H 1.076 -3.438 2.516 -0.05 -0.86 -0.23 0.49
O 0.939 -2.743 1.868 0.55 1.70 1.29 -0.98
H -0.808 4.369 2.577 -0.10 -0.03 -0.33 0.48
H -2.222 4.335 2.030 -0.15 0.09 -0.03 0.49
O -1.322 4.076 1.807 -0.26 0.58 0.82 -0.97
H -3.397 -0.579 1.287 0.62 1.51 0.01 0.48
H -3.408 0.733 2.102 0.02 0.06 0.48 0.48
O -3.355 0.405 1.208 -0.25 -0.65 -0.65 -0.98
H -0.234 -3.547 -0.563 -0.54 -0.61 0.78 0.47
H -1.496 -3.656 -1.519 -0.52 -0.13 0.28 0.51
O -0.554 -3.523 -1.458 1.19 0.18 -0.75 -0.97
H -0.769 0.323 4.291 -0.03 0.10 0.14 0.47
H -0.589 1.072 2.972 0.41 0.48 -0.52 0.49
O -1.121 0.411 3.402 -0.35 -0.66 0.30 -0.96
H 0.825 5.159 -0.824 1.07 -0.15 -0.26 0.47
H -0.319 5.003 -0.025 -0.03 -0.64 1.01 0.49
O 0.603 4.685 -0.017 -0.84 0.65 -0.78 -0.96
H -1.417 2.039 1.031 -0.59 0.86 0.20 0.51
H -0.016 2.740 0.572 -1.04 0.37 0.26 0.51
O -0.553 1.940 0.664 1.88 -1.86 -0.72 -1.01
H -2.127 1.609 -2.935 -0.78 0.26 -0.66 0.48
H -1.704 0.713 -1.816 -0.43 -0.55 0.60 0.47
O -1.396 1.399 -2.380 1.40 1.15 -0.02 -0.95
H -2.135 -1.756 -3.224 1.35 0.77 0.65 0.51
H -2.380 -1.228 -1.898 0.20 -0.06 0.34 0.50
O -1.645 -1.213 -2.539 -1.54 -1.10 -1.03 -0.99
H -2.970 -2.880 -0.358 -0.65 -0.49 1.56 0.51
H -4.405 -2.898 -1.226 1.11 -0.16 0.92 0.52
O -3.460 -2.658 -1.132 -0.72 0.62 -2.31 -1.02